# C40H77N2O8

3 unconnected molecules or ions with the total composition C40H77N2O8 (ωB97M-V with the def2-TZVPD basis set, the OMol25 dataset).

Geometry as XYZ:
```
127
Properties=species:S:1:pos:R:3:forces:R:3
H -9.06686 2.24011 5.75895 0.5717 -0.6718 -0.6330
C 3.39594 -4.05068 -1.06753 0.0108 -0.1230 0.0452
C -3.24408 1.60418 -1.49640 1.1444 -0.7836 -0.3950
H -1.88605 2.95529 -0.25639 -0.4669 -0.8434 0.0187
C -3.59463 8.08217 -0.53712 -0.5603 1.4555 0.9106
H 0.13124 1.64485 0.49794 -0.0411 -0.4197 -0.9983
H -2.56402 8.00799 -0.96655 -0.7911 -0.3146 0.3616
H -4.48648 0.46888 3.28122 -0.0020 0.1740 0.5024
H 3.57288 1.68773 0.67324 0.3693 -0.2473 -0.9666
H 3.64346 -3.15158 -0.49177 -0.0295 -0.0018 -0.0130
H 12.31887 -2.92071 4.26451 -0.0482 0.0014 0.0223
C 3.85060 1.27461 -0.33804 0.3027 -1.2818 0.1019
H 5.43238 -4.29316 -1.69242 -0.0224 -0.0193 -0.0210
C 8.51467 0.31630 0.71777 -0.7089 -0.1430 -0.0634
H -5.66005 1.12832 0.99358 0.7943 0.7508 0.0903
H 2.29580 -2.77003 -3.36189 -0.0175 0.0393 0.0275
H 1.29582 -3.87278 -0.68342 0.0189 -0.0686 -0.0190
C -4.61085 2.95596 0.16071 -0.8708 0.8057 2.0161
C 11.71215 -3.81734 4.41248 -0.0038 -0.1449 0.0490
H -6.10909 -1.79642 -1.96225 -0.7000 0.9019 -0.2349
H -9.59322 0.29031 -4.79666 0.0838 -0.0428 1.1920
H 3.46557 -4.88574 -0.36374 0.0217 0.0200 -0.0157
H 12.29953 -4.77415 2.59132 -0.0686 -0.0381 -0.0085
H 9.38188 -2.43422 3.51143 0.0120 -0.0023 -0.0326
H -2.75694 -0.51017 -1.56816 -0.7684 0.4247 -0.0209
C -3.69775 0.09089 -1.51134 0.8611 0.7703 -0.3104
H -3.02447 3.94066 -2.20365 -0.9719 -0.7241 0.1980
H 12.28274 -4.51066 5.03402 -0.0134 0.0826 0.0225
H 4.21530 -7.59467 -3.03916 0.0203 -0.0132 0.0814
H 8.65661 0.32120 1.83200 -0.0841 0.0692 -1.0909
C -3.75712 5.89317 -1.40134 0.2437 0.3907 0.8906
C -5.43405 0.85435 -2.96369 -2.0083 -0.3510 0.4222
C 1.70534 -2.72728 -2.44458 -0.1292 -0.0291 -0.0113
H -4.34686 10.24285 1.04370 0.0732 -0.4780 0.1176
C 4.91648 0.11644 -0.19056 -0.9446 1.5543 -0.4698
H 5.02733 -5.42070 -3.84506 -0.0640 0.0396 -0.0043
H 3.29428 -5.36261 -3.60779 0.0193 0.0389 0.0170
H -10.13443 0.01896 -3.04073 0.6052 0.0961 -0.7436
H 4.62312 -0.59373 0.62702 0.1655 0.5396 -0.6788
H 1.95446 -1.80248 -1.91708 0.0633 -0.0057 -0.0527
H -4.44439 3.47668 -3.22487 0.0928 -0.0381 1.1915
H 1.97774 2.62120 -0.51141 -0.3175 -1.0390 -0.2975
C 10.61343 -3.53838 2.12667 -0.0553 -0.0852 -0.0920
N -4.89705 1.29576 3.73372 -1.2301 -0.3192 -2.3273
H -4.10016 8.97656 -1.00479 0.6147 -0.9036 0.2657
H -7.88228 -1.64142 -2.06345 0.8042 0.8277 0.2371
C -8.47927 1.57170 5.09162 1.3097 -1.3550 -1.6092
C 9.24625 -3.06479 2.62680 0.0523 0.0605 0.1196
H 8.53908 1.37147 0.33827 0.1546 -0.9974 0.2856
C 4.44733 -4.22315 -2.16699 -0.0290 0.1338 -0.0601
C -4.76258 1.78657 1.18953 0.2678 -0.8349 0.2935
C -6.80853 0.03776 -3.08615 0.5154 -0.0361 -0.1184
H -3.15430 6.17721 -2.30999 -0.7903 -0.0504 0.4855
H -6.70561 -0.54435 -4.04693 -0.0841 0.6176 0.8547
H -6.91059 -0.59481 -0.90592 -0.3122 -0.3159 -0.9634
C -3.59353 8.39374 1.02282 0.3742 0.2972 -0.1844
H 8.74803 -5.57076 1.36697 -0.0371 0.0239 -0.0280
C -6.94091 -1.03833 -1.94369 0.1567 -0.2383 0.1957
H -8.89457 -1.32357 3.04277 0.5735 0.8911 0.5842
C -6.96653 -0.19551 3.32389 -0.7584 0.9694 0.8247
H 10.49311 -4.04443 1.16365 -0.0119 0.0275 0.0097
H 4.20152 2.08586 -1.02911 0.0331 -0.6623 0.7563
H 1.62475 1.96262 -2.13533 -0.3568 -0.2749 0.9789
H -6.36082 -0.86291 2.66421 -0.5735 0.5680 0.6104
C -4.95868 2.30319 2.66675 0.3585 0.1620 0.0173
O -4.76692 4.91336 -1.73523 1.0618 -0.6434 -0.1672
H 7.33851 -3.71350 3.35414 0.0515 -0.0147 0.0484
H -6.53588 2.67566 5.34429 -0.5168 -0.9133 -0.5362
H 7.13965 -5.78837 2.05303 0.0198 0.0059 -0.0822
H 8.80681 -2.41507 1.86138 -0.0110 -0.0310 0.0146
H 5.28571 -6.87544 -1.83113 -0.0505 -0.0008 0.0237
C -4.13333 3.73300 -2.17367 0.9033 1.8247 -0.6233
C -1.98504 1.89681 -0.60710 0.5248 -0.8402 -0.2833
H -8.89197 -1.03258 -3.83495 -0.5227 1.0055 0.1521
H 7.26270 -0.91567 -0.59749 -0.5232 0.3544 0.7287
H 10.79704 -5.38377 3.25141 -0.0111 0.0182 -0.0376
C 0.26592 1.20109 -0.53295 0.6466 -0.1988 0.6406
H -8.36993 1.51185 -2.32559 0.3788 -0.4509 -0.6988
C -5.66130 1.89716 -1.80088 -1.4131 -0.2753 -1.1864
H 6.78834 -0.95025 1.19602 -0.0793 0.2997 -0.8711
O -4.44743 6.95580 -0.80845 0.9323 -0.5724 -0.8699
H -6.27894 2.73130 -2.23902 0.5465 -0.8447 0.5737
C -8.07027 0.96272 -3.25273 -0.6517 -0.9994 -0.9761
H -3.88591 1.08215 1.19878 -0.6898 0.7463 -0.0543
O -5.18647 3.45556 2.90868 0.0779 -0.4136 -0.3376
C -9.27469 0.02411 -3.75201 0.5788 -0.2329 -0.0552
C 4.24843 -5.43462 -3.07673 0.1175 -0.0327 0.0533
H -5.55890 3.55877 0.23954 0.9811 -0.5392 -0.4164
H -6.30729 1.41711 -1.03038 1.0190 0.4792 -0.1728
H -7.91895 1.69433 -4.09777 0.1829 -0.4623 1.0769
H 0.65185 -2.67749 -2.73278 0.0396 0.0404 -0.0481
H 4.47776 -3.32010 -2.78555 -0.0012 -0.0065 0.0306
C 8.25161 -4.17473 2.96414 -0.0603 0.0660 -0.1042
H 8.64118 -4.80729 3.76716 0.0168 0.0447 -0.0134
C -9.12020 0.44434 4.41640 1.3657 -0.0017 -0.2927
N -4.41273 2.54171 -1.26221 0.1355 -0.1888 -0.3717
C -6.32040 0.94691 3.95604 -2.0592 -0.1287 1.2782
O -0.81264 1.62692 -1.40694 -0.3099 0.0972 0.8709
C -8.38482 -0.46746 3.54591 1.1817 2.1276 1.0425
H -3.80519 3.65782 0.50791 -0.6344 -0.8188 -0.5973
C 4.32336 -6.76542 -2.33707 -0.0817 -0.0320 -0.1089
C 1.67066 1.67545 -1.04337 -0.3077 0.2975 -1.3369
O -4.41033 -0.12232 -2.72833 0.1141 0.8785 0.4857
H 11.23178 -2.65658 1.92671 -0.0004 -0.0260 0.0161
C 11.36846 -4.46738 3.07747 0.0839 0.1227 -0.0245
H 7.45214 -4.43139 0.96381 0.0433 -0.0238 -0.0135
H -5.33438 1.39708 -3.94366 0.5619 -0.5768 0.8403
H 3.53035 -6.85850 -1.59219 0.0457 -0.0188 0.0074
O 2.67833 0.65520 -0.94216 -0.2423 1.4818 1.1588
H -2.60315 8.80101 1.37085 -0.6372 -0.7217 -0.4943
H -10.20489 0.24892 4.55817 0.9549 0.2656 0.0016
H 10.81489 -3.53843 4.96895 0.0426 0.0262 -0.0020
H -1.94462 1.14603 0.23449 -0.3907 1.0790 -0.4534
H 9.32416 -0.29798 0.24406 -0.6216 0.6965 0.4901
H 1.65761 -4.85149 -2.08962 0.0420 -0.0105 0.0323
C 1.95153 -3.94214 -1.55766 0.0411 0.1124 0.0663
H -3.00992 5.47158 -0.65289 -0.7367 0.0551 -0.6195
H 0.21743 0.08123 -0.41948 0.2520 0.9813 -0.2377
H -4.25358 -0.23494 -0.59603 0.1971 0.3745 -0.7361
H 4.92632 -0.41326 -1.18214 0.2202 0.2181 0.8639
O -4.58309 9.36513 1.38413 0.0581 -0.3507 -0.3279
O 6.16458 0.75368 0.10385 -0.3556 -1.8170 0.0004
C 7.10559 -0.30908 0.33343 1.9072 0.5918 0.4383
C 7.88103 -5.03990 1.76480 -0.0293 -0.0947 0.1134
C -7.06020 1.82065 4.85495 -1.2037 -1.3527 -0.6952
H -3.85418 7.46223 1.59242 0.3232 0.8595 -0.5537
H -2.91716 1.81436 -2.55628 -0.3257 -0.3508 1.0174
```
Forces are in eV/Å.

Summary:
Charge = +1
Electronic energy = -2281.29655 a.u.
Strongest force on any atom = 2.65 eV Å⁻¹